No. 1
Density functional theory data (ωB97M-V/def2-TZVPD) for a cluster of 4 separate species, C26H39ClIN3O2P in total in a non-equilibrium geometry.

```
73
C26H39ClIN3O2P | the Open Molecules 2025 dataset | ωB97M-V/def2-TZVPD
C -0.308 0.589 -1.642
O -0.049 1.962 -1.763
C -0.889 2.767 -0.919
C -2.367 2.503 -1.180
C -3.293 3.710 -0.899
C -4.239 4.057 -2.061
C -5.687 3.555 -1.930
P -5.930 1.715 -1.423
C -6.205 -0.070 -0.749
C -4.944 -0.927 -0.825
C -4.669 -1.519 -2.189
Cl -6.017 -2.566 -2.749
C -6.858 1.320 -3.109
C -6.057 1.465 -4.350
O -4.982 1.794 -4.475
I -7.128 0.922 -6.256
H -0.669 0.296 -0.656
H 0.576 -0.001 -1.842
H -1.052 0.269 -2.372
H -0.661 2.435 0.097
H -0.614 3.799 -1.084
H -2.526 2.210 -2.207
H -2.728 1.677 -0.580
H -2.648 4.578 -0.743
H -3.823 3.580 0.031
H -3.779 3.779 -3.001
H -4.290 5.147 -2.093
H -6.156 4.147 -1.146
H -6.227 3.794 -2.848
H -7.255 2.083 -0.862
H -5.351 2.044 -0.109
H -4.645 1.316 -1.972
H -7.073 -0.577 -1.163
H -6.407 0.045 0.314
H -4.104 -0.334 -0.472
H -5.068 -1.720 -0.088
H -4.550 -0.718 -2.905
H -3.775 -2.118 -2.132
H -7.667 2.040 -3.200
H -7.332 0.341 -3.158
N 2.446 0.448 0.362
C 3.331 -0.420 0.854
C 4.637 -0.087 1.182
C 5.047 1.221 0.983
C 4.143 2.137 0.469
C 2.858 1.701 0.178
H 2.968 -1.433 0.988
H 5.313 -0.832 1.581
H 6.060 1.522 1.223
H 4.424 3.167 0.297
H 2.114 2.381 -0.224
N 3.456 -3.980 0.763
C 2.748 -4.364 1.824
C 2.410 -5.682 2.087
C 2.827 -6.657 1.196
C 3.562 -6.276 0.086
C 3.849 -4.930 -0.082
H 2.439 -3.567 2.493
H 1.834 -5.936 2.966
H 2.581 -7.698 1.364
H 3.905 -7.005 -0.636
H 4.424 -4.587 -0.936
N 7.099 -0.965 3.545
C 7.707 -2.009 4.105
C 8.657 -1.899 5.109
C 8.997 -0.632 5.555
C 8.376 0.466 4.983
C 7.437 0.245 3.987
H 7.412 -2.980 3.723
H 9.117 -2.783 5.529
H 9.735 -0.503 6.337
H 8.612 1.472 5.302
H 6.922 1.075 3.515
```

Calculated values
calculated total energy = -66068.998 eV
M = 618.948 g mol⁻¹
Kohn-Sham gap = 0.213 hartree
LUMO energy = 1.807 eV
charge = -1



No. 2
Density functional theory data (ωB97M-V/def2-TZVPD) for a cluster of 6 separate species, C26H39F15N3O11 in total.

```
94
C26H39F15N3O11 | the Open Molecules 2025 dataset | ωB97M-V/def2-TZVPD
N 0.396 6.987 -5.776
C -0.055 5.966 -6.373
N -1.361 5.983 -6.895
N 0.619 4.734 -6.660
C 0.702 3.781 -5.512
C -0.686 3.429 -4.985
C -1.199 4.304 -3.824
C -0.858 3.724 -2.443
C 0.603 3.893 -1.953
O 1.191 5.108 -2.630
H 1.331 6.814 -5.416
H -1.816 5.094 -6.714
H -1.878 6.728 -6.438
H 1.567 4.983 -6.923
H 1.195 2.891 -5.921
H 1.308 4.169 -4.689
H -0.674 2.388 -4.637
H -1.381 3.439 -5.836
H -0.809 5.323 -3.906
H -2.295 4.377 -3.910
H -1.094 2.649 -2.511
H -1.586 4.144 -1.718
H 0.518 4.214 -0.902
H 2.102 4.843 -2.739
C -1.839 3.467 -10.279
C -2.915 4.385 -9.747
O -4.135 3.659 -9.430
C -4.111 2.973 -8.299
O -3.198 2.874 -7.537
C -5.488 2.314 -8.058
F -5.911 1.658 -9.145
F -6.399 3.252 -7.762
F -5.427 1.456 -7.047
H -2.198 2.923 -11.154
H -0.973 4.063 -10.565
H -1.521 2.753 -9.522
H -3.229 5.108 -10.496
H -2.578 4.920 -8.860
C -5.205 -0.105 -1.109
C -4.055 0.224 -2.035
O -2.797 0.248 -1.329
C -2.246 -0.915 -1.052
O -2.672 -2.007 -1.302
C -0.883 -0.685 -0.357
F -1.004 0.179 0.660
F 0.004 -0.218 -1.221
F -0.428 -1.839 0.146
H -5.238 0.603 -0.281
H -6.143 -0.040 -1.659
H -5.111 -1.112 -0.705
H -4.146 1.230 -2.439
H -3.981 -0.481 -2.862
C -0.095 -2.639 3.273
C -1.003 -1.528 3.738
O -2.269 -2.049 4.227
C -2.262 -2.525 5.452
O -1.358 -2.541 6.238
C -3.669 -3.066 5.805
F -4.134 -3.880 4.854
F -4.530 -2.048 5.939
F -3.637 -3.738 6.952
H -0.569 -3.221 2.482
H 0.824 -2.206 2.881
H 0.170 -3.306 4.091
H -1.273 -0.866 2.921
H -0.549 -0.937 4.532
C 2.282 -3.303 8.154
C 2.234 -1.839 7.784
O 3.383 -1.474 6.973
C 3.325 -1.835 5.704
O 2.429 -2.405 5.156
C 4.610 -1.383 4.971
F 5.705 -1.758 5.653
F 4.632 -0.055 4.850
F 4.671 -1.926 3.762
H 3.226 -3.536 8.648
H 1.466 -3.545 8.835
H 2.186 -3.936 7.274
H 2.320 -1.201 8.660
H 1.322 -1.586 7.246
C 6.969 -5.905 5.288
C 5.980 -5.051 6.046
O 4.972 -5.862 6.699
C 5.329 -6.454 7.824
O 6.385 -6.400 8.381
C 4.122 -7.249 8.379
F 3.576 -8.023 7.439
F 3.192 -6.383 8.803
F 4.486 -8.014 9.399
H 6.452 -6.534 4.563
H 7.665 -5.260 4.752
H 7.540 -6.542 5.962
H 5.412 -4.414 5.374
H 6.466 -4.428 6.795
```

Calculated values
calculated total energy = -95349.968 eV
M = 854.578 g mol⁻¹
Kohn-Sham gap = 0.115 hartree
LUMO energy = 1.816 eV
charge = -1



No. 3
Density functional theory data (ωB97M-V/def2-TZVPD) for a structure of composition C26H39F2MgN5O2.

```
75
C26H39F2MgN5O2 | the Open Molecules 2025 dataset | ωB97M-V/def2-TZVPD
Mg -2.481 -0.587 1.957
C -1.710 -3.885 2.332
C -1.282 -2.911 3.439
N -0.876 -1.611 2.876
C -0.109 -0.692 3.745
C -0.743 0.713 3.780
N -1.232 1.061 2.429
C -1.834 2.407 2.270
C -3.089 2.394 1.387
C -2.944 1.796 -0.017
N -2.677 0.340 0.038
C -3.338 -0.548 -0.942
C -3.684 -1.912 -0.300
N -2.652 -2.281 0.686
C -2.932 -3.487 1.491
H -1.935 -4.842 2.804
H -0.861 -4.048 1.662
H -0.460 -3.360 4.006
H -2.113 -2.753 4.132
H -0.314 -1.799 2.035
H 0.914 -0.622 3.368
H -0.057 -1.084 4.762
H -0.016 1.435 4.160
H -1.610 0.721 4.445
H -0.469 0.946 1.759
H -1.088 3.098 1.870
H -2.122 2.769 3.257
H -3.443 3.424 1.292
H -3.873 1.840 1.913
H -2.145 2.295 -0.573
H -3.872 1.962 -0.565
H -1.665 0.237 -0.101
H -2.701 -0.690 -1.818
H -4.262 -0.081 -1.281
H -3.798 -2.672 -1.078
H -4.631 -1.830 0.236
H -1.748 -2.415 0.225
H -3.214 -4.325 0.846
H -3.785 -3.272 2.140
F -5.263 -0.604 2.382
C -4.163 -0.632 3.311
F -4.279 0.622 3.972
H -4.533 -1.322 4.074
C 6.563 2.473 -2.636
C 5.089 2.786 -2.571
C 4.649 4.074 -2.854
C 3.303 4.396 -2.781
C 2.385 3.412 -2.462
C 2.807 2.115 -2.182
N 1.810 1.161 -1.860
C 1.706 -0.087 -2.443
C 2.222 -0.295 -3.730
C 2.094 -1.519 -4.356
C 1.445 -2.577 -3.726
C 0.948 -2.384 -2.450
C 1.063 -1.161 -1.791
C 0.497 -1.048 -0.402
O 0.287 -2.103 0.241
O 0.213 0.116 0.034
C 4.168 1.794 -2.204
C 4.656 0.422 -1.820
H 7.116 3.318 -3.046
H 6.764 1.600 -3.260
H 6.970 2.258 -1.645
H 5.373 4.831 -3.133
H 2.969 5.403 -2.999
H 1.324 3.626 -2.439
H 1.284 1.263 -1.001
H 2.717 0.527 -4.232
H 2.493 -1.646 -5.356
H 1.343 -3.535 -4.219
H 0.468 -3.196 -1.920
H 4.854 -0.199 -2.698
H 3.923 -0.107 -1.212
H 5.583 0.489 -1.250
```

Calculated values
energy above the lowest of the compared OMol25 structures with the same formula, charge and spin = 0.00 kJ/mol
calculated total energy = -50024.208 eV
M = 515.932 g mol⁻¹
Kohn-Sham gap = 0.295 hartree
LUMO energy = 0.653 eV



No. 4
Density functional theory data (ωB97M-V/def2-TZVPD) for a cluster of 6 separate species, C26H39FN2O10P in total in a non-equilibrium geometry.

```
79
C26H39FN2O10P | the Open Molecules 2025 dataset | ωB97M-V/def2-TZVPD
C 1.162 2.450 0.829
P 0.605 4.187 0.469
C 1.617 4.933 -0.876
C -1.146 3.955 -0.058
C -1.504 2.810 -0.757
C -2.897 2.713 -1.076
N -3.776 3.612 -0.734
N -3.331 4.624 -0.109
F -4.274 5.532 0.245
C -2.117 4.887 0.262
H 2.169 2.423 1.236
H 0.446 2.041 1.548
H 1.046 1.849 -0.073
H 2.129 4.151 -1.444
H 1.066 5.623 -1.514
H 2.408 5.496 -0.375
H -0.784 2.045 -1.016
H -3.234 1.820 -1.587
H -1.869 5.781 0.820
O -7.191 -0.606 3.128
C -6.938 0.446 2.631
O -5.758 0.705 1.998
C -5.700 2.073 1.606
C -7.146 2.539 1.532
C -7.802 1.697 2.627
H -5.122 2.629 2.351
H -5.188 2.133 0.650
H -7.259 3.614 1.664
H -7.574 2.274 0.564
H -7.738 2.174 3.605
H -8.834 1.452 2.393
O 2.575 1.969 -1.945
C 3.563 1.290 -1.815
O 3.782 0.186 -2.536
C 4.987 -0.477 -2.081
C 5.789 0.612 -1.387
C 4.688 1.505 -0.822
H 4.705 -1.279 -1.410
H 5.510 -0.901 -2.932
H 6.477 0.225 -0.637
H 6.373 1.171 -2.120
H 4.356 1.172 0.164
H 4.983 2.551 -0.789
O 0.113 -0.563 -0.149
C -0.652 -0.976 -0.972
O -1.954 -0.575 -1.011
C -2.654 -1.319 -2.037
C -1.570 -1.803 -2.988
C -0.381 -1.995 -2.050
H -3.189 -2.142 -1.561
H -3.375 -0.667 -2.529
H -1.852 -2.698 -3.536
H -1.340 -1.022 -3.716
H -0.372 -2.988 -1.597
H 0.567 -1.794 -2.542
O -1.423 -3.887 0.370
C -2.086 -3.288 1.169
O -3.378 -3.588 1.435
C -3.930 -2.617 2.346
C -2.732 -2.010 3.057
C -1.654 -2.082 1.980
H -4.484 -1.877 1.764
H -4.613 -3.107 3.034
H -2.917 -1.004 3.430
H -2.449 -2.635 3.906
H -1.666 -1.203 1.332
H -0.662 -2.230 2.396
O 5.043 -3.374 -1.596
C 6.053 -3.769 -1.086
O 7.281 -3.345 -1.465
C 8.296 -4.076 -0.750
C 7.604 -4.595 0.500
C 6.176 -4.810 0.008
H 8.658 -4.882 -1.391
H 9.125 -3.410 -0.522
H 8.071 -5.489 0.910
H 7.613 -3.827 1.276
H 6.037 -5.799 -0.431
H 5.441 -4.638 0.789
```

Calculated values
calculated total energy = -63047.660 eV
M = 589.574 g mol⁻¹
Kohn-Sham gap = 0.240 hartree
LUMO energy = -4.718 eV
charge = +1



No. 5
Density functional theory data (ωB97M-V/def2-TZVPD) for a structure of composition C26H39GeN3RhSb.

```
71
C26H39GeN3RhSb | the Open Molecules 2025 dataset | ωB97M-V/def2-TZVPD
Rh -0.605 -0.500 -0.035
N -0.348 1.633 -1.008
C 0.933 2.301 -0.722
C 2.040 1.263 -0.771
N 1.781 0.162 0.169
C 2.127 0.430 1.577
C 0.926 0.853 2.412
N -0.146 -0.145 2.275
H -0.470 1.539 -2.011
H -1.132 2.183 -0.671
H 0.882 2.763 0.262
H 1.145 3.093 -1.441
H 3.004 1.740 -0.574
H 2.076 0.837 -1.777
H 2.347 -0.623 -0.135
H 2.904 1.196 1.653
H 2.528 -0.491 2.004
H 0.532 1.815 2.089
H 1.251 0.960 3.449
H -0.971 0.147 2.788
H 0.156 -1.031 2.669
C -3.095 -2.965 -1.426
Ge -3.468 -1.040 -1.271
C -2.838 -0.074 -2.875
C -5.392 -0.627 -1.058
C -2.734 -0.395 0.501
H -3.859 -3.420 -2.057
H -3.126 -3.453 -0.451
H -2.124 -3.154 -1.886
H -3.044 -0.695 -3.746
H -1.770 0.145 -2.873
H -3.390 0.860 -2.985
H -5.873 -0.932 -1.988
H -5.541 0.442 -0.911
H -5.828 -1.172 -0.224
H -2.991 -1.104 1.289
H -3.103 0.600 0.754
C -0.771 -7.702 0.039
C -0.481 -7.115 -1.184
C -0.153 -5.767 -1.252
C -0.106 -5.027 -0.079
C -0.414 -5.600 1.149
C -0.742 -6.947 1.203
Sb 0.556 -2.987 -0.143
C 1.345 -2.809 -2.108
C 0.757 -1.845 -2.926
C 1.137 -1.719 -4.253
C 2.116 -2.560 -4.763
C 2.714 -3.515 -3.952
C 2.328 -3.648 -2.625
C 2.274 -3.079 1.124
C 2.079 -3.299 2.486
C 3.171 -3.382 3.338
C 4.455 -3.238 2.830
C 4.650 -3.012 1.475
C 3.560 -2.931 0.616
H -1.032 -8.751 0.083
H -0.508 -7.700 -2.094
H 0.055 -5.312 -2.211
H -0.399 -5.017 2.061
H -0.975 -7.404 2.156
H -0.026 -1.209 -2.513
H 0.672 -0.979 -4.891
H 2.409 -2.479 -5.802
H 3.482 -4.163 -4.354
H 2.790 -4.401 -1.997
H 1.077 -3.421 2.887
H 3.018 -3.567 4.394
H 5.305 -3.306 3.496
H 5.653 -2.910 1.082
H 3.723 -2.763 -0.443
```

Calculated values
energy above the lowest of the compared OMol25 structures with the same formula, charge and spin = 0.00 kJ/mol
2S+1 = 5
calculated total energy = -98109.547 eV
M = 690.895 g mol⁻¹
Kohn-Sham gap (spin up / spin down) = 0.321 / 0.229 hartree
LUMO energy (spin up / spin down) = -4.822 / -8.058 eV
⟨S²⟩ = 6.01
charge = +2



No. 6
Density functional theory data (ωB97M-V/def2-TZVPD) for a structure of composition C26H39N2O3Si2TeV in a non-equilibrium geometry.

```
74
C26H39N2O3Si2TeV | the Open Molecules 2025 dataset | ωB97M-V/def2-TZVPD
V 0.167 0.636 0.756
C 1.301 4.047 -5.047
O -0.020 4.345 -4.608
C -0.450 3.762 -3.474
C -1.753 4.144 -3.066
C -2.270 3.614 -1.934
C -1.553 2.685 -1.119
C -2.160 2.214 0.079
C -3.576 2.564 0.433
O -1.546 1.467 0.913
C -0.250 2.300 -1.556
O 0.498 1.425 -0.920
C 0.279 2.860 -2.740
H 1.472 4.658 -5.926
H 1.394 2.992 -5.312
H 2.033 4.299 -4.278
H -2.305 4.851 -3.670
H -3.260 3.922 -1.629
H -3.670 3.622 0.687
H -3.878 1.976 1.296
H -4.256 2.360 -0.393
H 1.264 2.536 -3.039
N 2.150 -0.300 0.420
C 3.129 0.398 1.244
C 4.444 0.061 1.323
C 5.321 0.778 2.171
C 4.857 1.814 2.926
C 3.491 2.181 2.869
C 2.928 3.218 3.652
C 1.601 3.496 3.552
C 0.808 2.747 2.660
N 1.290 1.771 1.915
C 2.633 1.475 2.014
H 2.218 0.014 -0.548
H 2.340 -1.296 0.428
H 4.823 -0.766 0.732
H 6.365 0.499 2.215
H 5.522 2.362 3.583
H 3.562 3.774 4.332
H 1.141 4.274 4.144
H -0.252 2.943 2.565
C 0.048 -3.603 2.437
Si -1.292 -2.398 2.871
C -0.472 -0.793 3.404
C -2.328 -3.069 4.252
C -2.407 -2.005 1.428
Te -1.428 -1.269 -0.330
C -0.546 -3.120 -0.949
Si -0.905 -3.490 -2.770
C 0.049 -5.013 -3.233
C -0.369 -2.024 -3.795
C -2.732 -3.761 -2.946
H 0.578 -3.887 3.351
H 0.777 -3.172 1.744
H -0.346 -4.517 1.985
H 0.370 -0.960 4.080
H -1.176 -0.107 3.881
H -0.054 -0.262 2.544
H -1.719 -3.276 5.137
H -2.803 -4.006 3.948
H -3.117 -2.369 4.540
H -3.092 -1.204 1.721
H -3.017 -2.854 1.114
H -0.984 -3.889 -0.307
H 0.525 -3.082 -0.747
H 1.127 -4.846 -3.141
H -0.156 -5.316 -4.264
H -0.223 -5.848 -2.580
H 0.675 -2.110 -4.111
H -0.476 -1.080 -3.251
H -0.983 -1.945 -4.695
H -3.091 -4.548 -2.275
H -2.981 -4.057 -3.969
H -3.282 -2.843 -2.723
```

Calculated values
2S+1 = 2
calculated total energy = -85451.610 eV
M = 662.325 g mol⁻¹
Kohn-Sham gap (spin up / spin down) = 0.236 / 0.200 hartree
LUMO energy (spin up / spin down) = -3.106 / -3.167 eV
⟨S²⟩ = 0.78
charge = +1



Repeat the third record exactly.
Density functional theory data (ωB97M-V/def2-TZVPD) for a structure of composition C26H39F2MgN5O2.

```
75
C26H39F2MgN5O2 | the Open Molecules 2025 dataset | ωB97M-V/def2-TZVPD
Mg -2.481 -0.587 1.957
C -1.710 -3.885 2.332
C -1.282 -2.911 3.439
N -0.876 -1.611 2.876
C -0.109 -0.692 3.745
C -0.743 0.713 3.780
N -1.232 1.061 2.429
C -1.834 2.407 2.270
C -3.089 2.394 1.387
C -2.944 1.796 -0.017
N -2.677 0.340 0.038
C -3.338 -0.548 -0.942
C -3.684 -1.912 -0.300
N -2.652 -2.281 0.686
C -2.932 -3.487 1.491
H -1.935 -4.842 2.804
H -0.861 -4.048 1.662
H -0.460 -3.360 4.006
H -2.113 -2.753 4.132
H -0.314 -1.799 2.035
H 0.914 -0.622 3.368
H -0.057 -1.084 4.762
H -0.016 1.435 4.160
H -1.610 0.721 4.445
H -0.469 0.946 1.759
H -1.088 3.098 1.870
H -2.122 2.769 3.257
H -3.443 3.424 1.292
H -3.873 1.840 1.913
H -2.145 2.295 -0.573
H -3.872 1.962 -0.565
H -1.665 0.237 -0.101
H -2.701 -0.690 -1.818
H -4.262 -0.081 -1.281
H -3.798 -2.672 -1.078
H -4.631 -1.830 0.236
H -1.748 -2.415 0.225
H -3.214 -4.325 0.846
H -3.785 -3.272 2.140
F -5.263 -0.604 2.382
C -4.163 -0.632 3.311
F -4.279 0.622 3.972
H -4.533 -1.322 4.074
C 6.563 2.473 -2.636
C 5.089 2.786 -2.571
C 4.649 4.074 -2.854
C 3.303 4.396 -2.781
C 2.385 3.412 -2.462
C 2.807 2.115 -2.182
N 1.810 1.161 -1.860
C 1.706 -0.087 -2.443
C 2.222 -0.295 -3.730
C 2.094 -1.519 -4.356
C 1.445 -2.577 -3.726
C 0.948 -2.384 -2.450
C 1.063 -1.161 -1.791
C 0.497 -1.048 -0.402
O 0.287 -2.103 0.241
O 0.213 0.116 0.034
C 4.168 1.794 -2.204
C 4.656 0.422 -1.820
H 7.116 3.318 -3.046
H 6.764 1.600 -3.260
H 6.970 2.258 -1.645
H 5.373 4.831 -3.133
H 2.969 5.403 -2.999
H 1.324 3.626 -2.439
H 1.284 1.263 -1.001
H 2.717 0.527 -4.232
H 2.493 -1.646 -5.356
H 1.343 -3.535 -4.219
H 0.468 -3.196 -1.920
H 4.854 -0.199 -2.698
H 3.923 -0.107 -1.212
H 5.583 0.489 -1.250
```

Calculated values
energy above the lowest of the compared OMol25 structures with the same formula, charge and spin = 0.00 kJ/mol
calculated total energy = -50024.208 eV
M = 515.932 g mol⁻¹
Kohn-Sham gap = 0.295 hartree
LUMO energy = 0.653 eV